Record 1
The following is a DFT calculation (ωB97M-V/def2-TZVPD) of 9 unconnected molecules or ions with the total composition C42H46N10.

```
! RIJCOSX wB97M-V def2-TZVPD def2/J DEFGRID3
* xyz 0 1
C 2.0188 -2.8851 2.4828
C 2.0931 -1.4594 2.4739
C 1.9980 0.1162 3.0259
C 3.4030 0.8551 3.4396
C 3.2649 2.4087 4.0327
C 1.7641 3.1007 4.1398
C 0.3524 2.3195 3.7141
N -0.9225 3.0946 3.8881
C -2.0753 2.2105 3.5004
C -1.9851 0.6872 2.9345
N -0.6808 -0.0300 2.7308
C 0.4978 0.8004 3.1530
H 1.9976 -4.0695 2.6287
H 4.4254 0.2826 3.3333
H 4.2695 2.9413 4.3614
H 1.6983 4.2135 4.5607
H -3.1656 2.6853 3.5935
H -2.9783 0.1075 2.6678
N -5.5616 0.4145 4.2004
C -6.4769 1.4347 4.1970
C -7.6888 0.9178 3.7965
C -7.4991 -0.4639 3.5556
C -6.1772 -0.7482 3.8157
H -4.5851 0.5051 4.4489
H -6.1879 2.4387 4.4775
H -8.6103 1.4755 3.6905
H -8.2464 -1.1751 3.2283
H -5.6230 -1.6756 3.7588
N -7.3163 1.0286 0.4037
C -8.2904 1.9763 0.5808
C -8.7633 2.3378 -0.6609
C -8.0535 1.5769 -1.6203
C -7.1686 0.7748 -0.9351
H -6.7895 0.5851 1.1450
H -8.5619 2.3126 1.5725
H -9.5369 3.0694 -0.8547
H -8.1752 1.6100 -2.6953
H -6.4474 0.0482 -1.2848
N 4.4032 2.8597 0.7363
C 4.8895 2.6259 -0.5236
C 5.4928 3.7812 -0.9680
C 5.3712 4.7438 0.0625
C 4.6968 4.1470 1.1041
H 3.9062 2.1872 1.3060
H 4.7636 1.6607 -0.9953
H 5.9701 3.9158 -1.9300
H 5.7368 5.7624 0.0467
H 4.4004 4.5276 2.0724
N 3.9695 2.5187 -4.2470
C 5.1352 1.9602 -4.7028
C 4.8380 1.2007 -5.8122
C 3.4449 1.3098 -6.0371
C 2.9342 2.1318 -5.0576
H 3.8863 3.1226 -3.4396
H 6.0737 2.1493 -4.1989
H 5.5481 0.6307 -6.3973
H 2.8756 0.8398 -6.8286
H 1.9251 2.4726 -4.8679
N 4.6484 -3.8352 0.5019
C 5.3012 -4.9890 0.1539
C 6.3423 -4.6533 -0.6826
C 6.3201 -3.2468 -0.8399
C 5.2659 -2.7671 -0.0953
H 3.8383 -3.7803 1.1056
H 4.9690 -5.9477 0.5290
H 7.0428 -5.3463 -1.1301
H 7.0003 -2.6484 -1.4320
H 4.9024 -1.7599 0.0593
N 0.9447 3.7690 -0.2783
C 0.4481 2.7536 -1.0535
C -0.8880 3.0020 -1.2755
C -1.2071 4.2130 -0.6160
C -0.0563 4.6664 -0.0109
H 1.9003 3.8448 0.0451
H 1.0859 1.9426 -1.3785
H -1.5599 2.3790 -1.8515
H -2.1722 4.7020 -0.5862
H 0.1351 5.5477 0.5866
N -6.7900 -4.7135 4.2415
C -6.7163 -6.0715 4.4114
C -7.0938 -6.6694 3.2298
C -7.4003 -5.6354 2.3132
C -7.2012 -4.4381 2.9633
H -6.5738 -4.0226 4.9484
H -6.4039 -6.4951 5.3565
H -7.1420 -7.7351 3.0473
H -7.7300 -5.7517 1.2888
H -7.3179 -3.4165 2.6272
N 5.0660 -2.2972 -7.0463
C 5.9846 -2.6877 -7.9856
C 6.3479 -3.9873 -7.7111
C 5.6184 -4.3969 -6.5696
C 4.8326 -3.3348 -6.1817
H 4.6282 -1.3863 -6.9991
H 6.3014 -2.0088 -8.7659
H 7.0604 -4.5770 -8.2732
H 5.6610 -5.3629 -6.0832
H 4.1302 -3.2284 -5.3658
*
```

Properties
Calculated total energy (eV): -59183.7723
M (g/mol): 690.9
Highest occupied orbital energy (eV): -7.98

Record 2
The following is a DFT calculation (ωB97M-V/def2-TZVPD) of a single C3H8N2OS molecule.

```
! RIJCOSX wB97M-V def2-TZVPD def2/J DEFGRID3
* xyz 0 1
C 1.9811 1.0454 0.1125
C -0.0724 -0.5185 0.3257
C -1.8848 -1.1993 -1.1040
N 1.0485 1.5032 1.1487
N -0.1762 0.8050 1.0562
O -0.7069 -0.4088 -0.9141
S 1.7218 -0.8149 0.0381
H 1.6171 1.2829 -0.9488
H 3.0793 1.0652 0.2222
H -0.5373 -1.2580 0.9559
H -2.4646 -1.1278 -0.1037
H -1.6969 -2.2749 -1.3652
H -2.6247 -0.7756 -1.8926
H 1.4451 1.2680 2.0165
H -0.7292 1.4081 0.4527
*
```

Properties
ΔE to the lowest compared entry with this formula, charge and spin (kcal per mole): 71.0
Calculated total energy (eV): -19101.4242
M (g/mol): 120.2
Highest occupied orbital energy (eV): -8.76

Record 3
The following is a DFT calculation (ωB97M-V/def2-TZVPD) of 5 unconnected molecules or ions with the total composition C5H20NO6.

```
! RIJCOSX wB97M-V def2-TZVPD def2/J DEFGRID3
* xyz -1 1
C -0.9858 0.7747 2.7177
C -0.4082 0.2463 1.3026
C 0.0848 -1.2782 1.3708
C 1.0939 -1.6991 2.3489
O -1.1051 -2.0670 1.6509
N -1.4328 0.3771 0.2273
C -0.9116 -0.2533 -1.1284
O 0.3725 0.3123 -1.2740
H -1.4823 -0.1126 3.2424
H -0.2236 1.4140 3.0559
H -1.8811 1.3363 2.2463
H 0.4315 1.1452 1.0265
H 0.4512 -1.6527 0.4744
H 0.9913 -1.1188 3.3041
H 1.2267 -2.7125 2.8390
H 2.1164 -1.6926 1.9353
H -1.8986 -1.6355 1.4514
H -1.7421 1.4071 0.0133
H -1.6331 0.1245 -1.8514
H -0.7870 -1.2802 -0.9712
H 2.6667 -1.9499 -1.2353
H 1.5789 -0.7508 -0.9715
O 1.9051 -1.7006 -0.8481
H -1.5963 2.1119 -2.5217
H -0.3378 2.0094 -3.3079
O -1.3426 1.7903 -3.4031
H 0.3625 1.8946 -0.9979
H 0.9845 3.2547 -0.5535
O 0.1634 2.7711 -0.5161
H 1.0005 0.2149 -2.5626
H 0.8511 -0.9678 -3.6991
O 1.4870 -0.3127 -3.3651
*
```

Properties
ΔE to the lowest compared entry with this formula, charge and spin (kcal per mole): 81.2
Calculated total energy (eV): -19283.0439
M (g/mol): 190.2
Highest occupied orbital energy (eV): -4.67